Formula: C59H139Cl2O31P
Source: OMol25
Level of theory: the ωB97M-V functional and the def2-TZVPD basis

Geometry as ORCA input:
```
! wB97M-V def2-TZVPD RIJCOSX def2/J DEFGRID3
* xyz 0 1
C 15.072 -33.173 24.135
O 15.734 -33.904 23.189
P 16.369 -33.100 21.939
O 16.445 -31.619 22.062
O 17.881 -33.775 21.851
C 19.063 -32.983 22.122
O 15.503 -33.779 20.735
C 15.105 -33.032 19.605
H 15.116 -32.084 24.125
H 15.339 -33.544 25.125
H 14.041 -33.506 24.018
H 19.144 -33.029 23.208
H 18.852 -31.936 21.906
H 19.754 -33.415 21.398
H 14.028 -33.064 19.441
H 15.693 -33.278 18.721
H 14.938 -31.977 19.824
C 9.515 -27.311 24.160
O 9.453 -27.658 25.572
C 10.725 -27.929 26.155
C 10.836 -28.210 27.661
O 10.976 -29.639 28.047
C 10.019 -30.595 27.593
C 8.756 -30.312 28.313
O 7.899 -31.450 28.234
C 6.552 -31.339 28.747
H 10.190 -27.954 23.594
H 9.975 -26.325 24.099
H 8.534 -27.447 23.705
H 11.355 -27.094 25.849
H 11.192 -28.769 25.640
H 10.051 -27.754 28.265
H 11.754 -27.788 28.069
H 10.455 -31.560 27.853
H 9.971 -30.556 26.505
H 8.240 -29.412 27.979
H 9.012 -30.110 29.353
H 5.972 -32.061 28.172
H 6.187 -30.314 28.682
H 6.430 -31.678 29.775
C 4.909 -35.710 18.954
O 5.981 -35.847 17.966
C 6.995 -34.861 17.901
C 7.743 -34.759 16.548
O 6.878 -34.146 15.571
C 7.169 -34.378 14.208
C 6.729 -35.632 13.406
O 6.850 -36.760 14.151
C 5.795 -37.651 14.254
H 4.013 -35.162 18.663
H 5.338 -35.124 19.767
H 4.538 -36.711 19.170
H 7.803 -35.059 18.606
H 6.491 -33.949 18.220
H 7.761 -35.775 16.154
H 8.682 -34.229 16.702
H 8.235 -34.391 13.985
H 6.826 -33.462 13.728
H 7.451 -35.756 12.598
H 5.748 -35.632 12.930
H 4.823 -37.288 14.586
H 6.061 -38.451 14.944
H 5.566 -38.249 13.372
C 7.123 -30.070 16.124
O 7.581 -28.912 15.433
C 8.933 -28.479 15.807
C 8.985 -26.939 16.129
O 8.260 -26.191 15.127
C 8.801 -26.233 13.849
C 7.610 -25.910 12.815
O 7.835 -26.589 11.562
C 9.029 -26.108 10.771
H 6.909 -29.895 17.178
H 7.970 -30.755 16.105
H 6.212 -30.445 15.656
H 9.570 -28.804 14.984
H 9.268 -29.140 16.606
H 9.967 -26.501 16.310
H 8.515 -26.850 17.108
H 9.369 -27.131 13.606
H 9.615 -25.526 13.691
H 7.549 -24.830 12.680
H 6.658 -26.277 13.197
H 9.127 -25.026 10.678
H 9.010 -26.580 9.788
H 9.914 -26.609 11.161
C 13.255 -41.419 24.985
O 12.326 -42.408 25.144
C 11.086 -42.008 24.480
C 10.420 -40.838 25.256
O 9.035 -40.906 24.961
C 8.232 -39.916 25.793
C 8.508 -38.435 25.524
O 8.419 -38.104 24.119
C 8.884 -36.789 23.772
H 13.437 -41.198 23.933
H 14.202 -41.692 25.450
H 13.115 -40.440 25.443
H 10.427 -42.876 24.462
H 11.162 -41.820 23.409
H 10.851 -39.855 25.070
H 10.496 -41.110 26.309
H 8.362 -39.941 26.875
H 7.176 -40.164 25.684
H 9.499 -38.095 25.823
H 7.756 -37.854 26.059
H 8.381 -35.986 24.311
H 8.613 -36.588 22.735
H 9.962 -36.735 23.923
C 11.769 -35.119 17.443
O 12.991 -35.367 18.104
C 13.379 -36.774 18.108
C 12.392 -37.616 18.805
O 11.089 -37.643 18.305
C 10.280 -38.436 19.111
C 8.860 -38.530 18.502
O 8.920 -39.265 17.299
C 9.106 -38.578 16.023
H 11.519 -35.687 16.547
H 11.799 -34.046 17.259
H 10.966 -35.316 18.154
H 14.338 -36.892 18.612
H 13.569 -37.114 17.090
H 12.531 -37.283 19.834
H 12.893 -38.584 18.784
H 10.316 -38.222 20.179
H 10.563 -39.487 19.061
H 8.498 -37.523 18.296
H 8.244 -39.059 19.229
H 8.938 -39.250 15.182
H 10.053 -38.040 16.057
H 8.356 -37.786 15.997
C 12.781 -29.206 22.900
O 11.949 -28.800 21.873
C 12.467 -27.628 21.254
C 12.212 -27.452 19.685
O 12.894 -28.412 18.886
C 13.767 -27.833 17.916
C 14.643 -29.052 17.433
O 14.011 -29.618 16.292
C 13.147 -30.711 16.644
H 13.404 -28.444 23.368
H 13.464 -29.953 22.496
H 12.101 -29.670 23.614
H 13.552 -27.554 21.327
H 12.087 -26.758 21.788
H 12.410 -26.430 19.364
H 11.136 -27.616 19.743
H 14.414 -27.058 18.326
H 13.133 -27.450 17.116
H 14.752 -29.904 18.104
H 15.575 -28.728 16.971
H 13.446 -31.723 16.916
H 12.698 -30.884 15.666
H 12.239 -30.542 17.223
C 12.306 -21.484 26.480
O 11.955 -21.586 25.090
C 11.073 -22.670 24.779
C 10.302 -22.471 23.458
O 9.791 -23.782 23.035
C 9.640 -23.846 21.625
C 8.662 -24.989 21.106
O 9.309 -26.222 21.361
C 8.731 -27.347 20.649
H 12.704 -20.481 26.323
H 13.091 -22.188 26.754
H 11.496 -21.355 27.198
H 10.377 -22.943 25.572
H 11.826 -23.451 24.668
H 10.979 -21.913 22.812
H 9.530 -21.740 23.698
H 10.659 -24.156 21.389
H 9.648 -22.995 20.945
H 8.354 -24.843 20.071
H 7.722 -25.026 21.657
H 7.661 -27.383 20.854
H 9.222 -28.275 20.945
H 8.967 -27.191 19.597
C 11.326 -32.744 13.799
O 10.577 -32.385 12.621
C 9.938 -31.091 12.706
C 10.825 -29.856 12.271
O 12.114 -29.875 12.791
C 13.192 -30.445 11.985
C 14.082 -29.264 11.379
O 14.424 -28.142 12.272
C 15.091 -28.573 13.429
H 11.999 -31.901 13.955
H 11.939 -33.615 13.565
H 10.453 -32.981 14.407
H 9.629 -30.975 13.745
H 8.993 -31.055 12.164
H 10.463 -29.002 12.844
H 10.726 -29.516 11.240
H 12.850 -31.176 11.252
H 13.791 -31.101 12.617
H 13.597 -28.828 10.506
H 14.950 -29.774 10.961
H 14.484 -29.260 14.019
H 15.495 -27.795 14.077
H 16.018 -29.086 13.170
C 4.028 -31.755 17.460
O 4.273 -31.151 18.756
C 5.407 -31.620 19.355
C 5.963 -30.869 20.603
O 7.209 -31.276 21.107
C 7.328 -32.528 21.824
C 6.992 -32.285 23.362
O 8.105 -32.739 24.083
C 8.021 -32.790 25.486
H 4.851 -32.232 16.929
H 3.501 -31.214 16.673
H 3.411 -32.609 17.737
H 6.185 -31.573 18.593
H 5.240 -32.682 19.531
H 5.289 -31.181 21.401
H 5.965 -29.787 20.472
H 8.342 -32.927 21.847
H 6.740 -33.350 21.417
H 6.073 -32.687 23.788
H 6.856 -31.220 23.551
H 7.822 -31.772 25.820
H 9.023 -33.119 25.763
H 7.249 -33.389 25.970
Cl 11.824 -32.441 22.059
C 10.990 -32.523 20.523
C 10.705 -31.089 20.094
Cl 9.781 -31.018 18.486
H 10.004 -32.985 20.580
H 11.600 -33.026 19.773
H 11.592 -30.456 20.115
H 10.186 -30.597 20.916
*
```

Results
SMILES = COP(=O)(OC)OC.COCCOCCOC.COCCOCCOC.COCCOCCOC.COCCOCCOC.COCCOCCOC.COCCOCCOC.COCCOCCOC.COCCOCCOC.COCCOCCOC.ClCCCl
orbital gap = 9.57 eV
HOMO energy = -9.2 eV